Record 1
Computed, not measured: 7 unconnected molecules or ions with the total composition C20H45FN7O8P, with wB97M-V/def2-TZVPD.

Results
* molecular weight: 561.59 u
* frontier orbital gap: 9.22 eV
* HOMO energy: -8.946 eV
* DFT total energy: -60288.48028 eV
* SMILES: O=C(F)NC(=O)P.CNC(C)=O.CNC(C)=O.CNC(C)=O.CNC(C)=O.CNC(C)=O.CNC(C)=O

Last column: Mulliken charge in e.
Geometry (Å):
O  2.32  4.88  6.15  -0.467
C  1.76  5.11  5.16  0.552
F  1.77  6.38  4.69  -0.234
N  1.07  4.22  4.35  0.025
C  -0.17  3.71  4.96  0.259
O  -0.27  2.57  5.24  -0.391
P  -1.66  4.83  5.26  -0.072
H  0.81  4.73  3.49  0.172
H  -1.25  5.68  6.34  0.088
H  -1.64  5.65  4.10  0.076
C  -0.56  2.17  0.94  -0.420
C  0.46  3.25  0.70  0.583
O  0.28  4.43  1.00  -0.760
N  1.63  2.87  0.12  -0.064
C  2.00  1.53  -0.32  -0.708
H  -1.44  2.60  1.39  0.207
H  -0.85  1.71  0.00  0.290
H  -0.15  1.42  1.62  0.050
H  2.29  3.62  -0.01  0.226
H  2.90  1.22  0.21  0.237
H  2.21  1.56  -1.39  0.364
H  1.21  0.82  -0.12  0.113
C  -5.10  4.65  -0.10  -1.381
C  -4.08  3.57  -0.41  0.779
O  -3.33  3.13  0.45  -0.577
N  -4.02  3.10  -1.68  -0.117
C  -4.82  3.50  -2.83  -0.893
H  -5.02  4.92  0.95  0.285
H  -4.90  5.53  -0.71  0.385
H  -6.11  4.28  -0.30  0.385
H  -3.32  2.38  -1.81  0.182
H  -5.36  2.63  -3.21  0.284
H  -4.16  3.87  -3.61  0.293
H  -5.53  4.27  -2.57  0.347
C  2.30  0.90  3.44  -0.627
C  3.37  -0.09  3.05  0.530
O  3.65  -0.33  1.88  -0.745
N  4.03  -0.72  4.05  -0.189
C  3.85  -0.57  5.48  -0.848
H  1.86  1.32  2.54  -0.457
H  1.51  0.40  4.00  0.467
H  2.72  1.71  4.03  0.685
H  4.74  -1.37  3.72  0.262
H  4.79  -0.24  5.93  0.287
H  3.58  -1.54  5.90  0.283
H  3.07  0.15  5.71  0.329
C  -0.97  -2.78  1.76  -1.626
C  0.05  -1.70  1.52  0.818
O  -0.17  -0.52  1.80  -0.542
N  1.25  -2.05  0.99  0.335
C  1.69  -3.38  0.59  -0.539
H  -1.86  -2.34  2.18  0.310
H  -1.23  -3.27  0.81  0.339
H  -0.58  -3.52  2.46  0.410
H  1.89  -1.28  0.87  -0.027
H  2.59  -3.63  1.17  0.273
H  1.94  -3.36  -0.46  -0.185
H  0.93  -4.13  0.76  0.390
C  2.31  -3.55  -3.35  -1.121
C  1.71  -4.92  -3.11  0.800
O  1.31  -5.28  -2.01  -0.650
N  1.62  -5.76  -4.18  -0.179
C  2.03  -5.52  -5.55  -0.855
H  2.31  -3.00  -2.41  0.010
H  3.34  -3.64  -3.70  0.456
H  1.71  -3.00  -4.08  0.370
H  1.22  -6.66  -3.95  0.234
H  1.17  -5.62  -6.21  0.294
H  2.78  -6.26  -5.83  0.308
H  2.46  -4.53  -5.67  0.316
C  -3.19  -1.69  -5.10  -1.262
C  -2.07  -2.64  -5.44  0.875
O  -1.78  -2.90  -6.60  -0.657
N  -1.39  -3.22  -4.41  -0.027
C  -1.59  -3.04  -2.98  -0.821
H  -3.63  -1.31  -6.02  0.299
H  -3.96  -2.20  -4.52  0.356
H  -2.80  -0.84  -4.53  0.303
H  -0.66  -3.84  -4.71  0.061
H  -0.67  -2.66  -2.55  0.221
H  -1.82  -4.01  -2.54  0.265
H  -2.40  -2.34  -2.77  0.377


Record 2
Computed, not measured: a molecular structure, C20H45InN3O19V, with wB97M-V/def2-TZVPD.

Results
* molecular weight: 797.34 u
* frontier orbital gap: 4.20 eV
* HOMO energy: -8.884 eV
* DFT total energy: -95697.38513 eV

Last column: Mulliken charge in e.
Geometry (Å):
O  22.77  -1.60  1.56  -0.431
V  21.27  -2.12  1.59  0.963
O  21.25  -3.13  2.93  -0.540
In  19.21  0.78  -1.72  1.988
O  19.17  1.19  2.72  -0.494
C  20.12  0.51  2.17  0.595
O  20.67  -0.32  2.90  -0.813
O  20.57  0.65  1.00  -0.139
H  19.41  0.57  3.40  0.291
O  21.80  -3.27  -2.45  -0.507
C  21.45  -2.83  -1.21  0.642
O  21.59  -3.59  -0.19  -0.760
O  21.18  -1.64  -1.05  -0.124
H  22.03  -4.18  -2.26  0.327
O  16.89  -2.15  1.82  -0.500
C  17.85  -1.75  1.08  0.618
O  19.03  -2.18  1.31  -0.641
O  17.57  -0.85  0.26  -0.538
H  17.47  -2.65  2.40  0.367
O  19.12  4.58  -4.92  -0.507
C  19.22  3.64  -3.99  0.331
O  18.31  3.26  -3.19  -0.481
O  20.25  2.95  -3.84  -0.435
H  20.00  4.54  -5.29  0.357
C  21.19  4.15  -0.65  -0.842
O  19.94  3.51  -0.50  0.303
C  18.99  4.15  0.37  -1.014
C  17.52  3.67  0.05  -0.658
N  17.31  2.21  0.22  0.145
C  15.97  1.84  -0.03  -0.887
C  15.58  1.93  -1.48  -0.660
O  16.31  1.04  -2.35  0.200
C  15.55  0.81  -3.57  -0.869
H  21.02  5.18  -0.97  0.471
H  21.64  3.65  -1.51  0.034
H  21.84  3.93  0.19  0.230
H  18.95  5.23  0.24  0.447
H  19.15  3.90  1.42  0.369
H  17.47  3.92  -1.01  0.193
H  16.77  4.25  0.60  0.463
H  17.60  1.97  1.15  0.056
H  15.20  2.34  0.55  0.465
H  15.97  0.79  0.26  0.179
H  15.83  2.97  -1.71  0.343
H  14.50  1.81  -1.61  0.456
H  16.08  0.09  -4.20  0.032
H  15.58  1.77  -4.08  0.392
H  14.49  0.54  -3.57  0.374
C  17.86  -2.79  -2.73  -0.741
O  18.28  -1.66  -3.47  0.089
C  19.16  -2.12  -4.48  -0.922
C  20.02  -1.02  -5.13  -0.758
N  20.83  -0.45  -4.01  0.492
C  21.94  0.41  -4.33  -1.018
C  22.91  0.84  -3.22  -0.988
O  22.31  1.25  -1.91  -0.070
C  23.24  1.56  -0.92  -0.942
H  17.31  -3.46  -3.39  0.271
H  17.42  -2.36  -1.83  0.035
H  18.78  -3.26  -2.37  0.286
H  18.63  -2.56  -5.33  0.442
H  19.90  -2.83  -4.12  0.549
H  19.31  -0.34  -5.61  0.307
H  20.55  -1.49  -5.96  0.377
H  21.15  -1.27  -3.51  -0.133
H  21.61  1.23  -4.97  0.485
H  22.50  -0.17  -5.06  0.556
H  23.46  1.72  -3.56  0.433
H  23.67  0.10  -2.96  0.582
H  23.93  0.73  -0.77  0.283
H  22.66  1.62  0.01  0.153
H  23.91  2.42  -0.98  0.345
C  17.38  2.27  -6.43  -0.962
C  16.59  1.12  -7.03  0.391
C  15.74  1.63  -8.26  -1.047
O  14.77  2.52  -7.79  -0.303
C  14.38  3.58  -8.75  -0.761
N  17.42  0.08  -7.38  -0.394
H  18.10  2.64  -7.16  0.519
H  17.83  1.77  -5.58  -0.189
H  16.81  3.12  -6.05  0.367
H  15.82  0.75  -6.35  0.092
H  15.21  0.85  -8.80  0.434
H  16.35  2.11  -9.03  0.500
H  15.29  4.06  -9.12  0.334
H  13.81  4.37  -8.26  0.263
H  13.83  3.17  -9.60  0.293
H  17.09  -0.85  -7.59  0.261
H  17.75  0.51  -8.24  0.297


Record 3
Computed, not measured: a molecular structure, C20H45IrN2P3SSe, with wB97M-V/def2-TZVPD.

Results
* molecular weight: 709.76 u
* frontier orbital gap (alpha / beta): 7.51 / 5.20 eV
* net charge: +4
* multiplicity: 6
* HOMO energy (alpha / beta): -18.326 / -20.750 eV
* DFT total energy: -131292.23920 eV

Last column: Mulliken charge in e.
Geometry (Å):
Ir  -0.07  0.48  0.64  1.588
P  0.47  0.99  2.83  0.658
P  -0.03  -1.81  0.87  0.112
P  -2.31  0.74  0.55  0.724
H  0.51  3.53  -1.60  0.518
C  -0.01  3.74  -0.66  -0.888
C  0.17  3.10  0.50  0.403
H  0.70  2.12  0.59  -0.454
C  2.29  1.08  2.94  -1.259
C  -0.02  -0.20  4.13  -1.340
C  -0.09  2.56  3.58  -1.352
C  -0.15  -2.63  -0.76  -0.418
C  1.47  -2.51  1.64  -1.081
C  -1.42  -2.58  1.79  -1.393
C  -2.97  2.32  -0.03  -1.250
C  -3.19  0.49  2.13  -1.280
C  -3.02  -0.32  -0.76  -0.770
H  -0.60  4.68  -0.64  0.362
H  0.11  3.72  1.41  -0.033
H  2.66  1.84  2.25  0.404
H  2.76  0.12  2.71  0.185
H  2.56  1.37  3.96  0.564
H  0.45  -1.18  3.98  0.375
H  -1.11  -0.30  4.16  0.392
H  0.32  0.22  5.09  0.565
H  0.35  3.42  3.07  0.484
H  0.25  2.60  4.63  0.561
H  -1.18  2.63  3.54  0.328
H  -0.63  -3.61  -0.67  0.547
H  0.84  -2.75  -1.21  0.512
H  -0.76  -2.00  -1.41  -0.635
H  1.21  -3.43  2.19  0.559
H  1.93  -1.80  2.34  0.237
H  2.21  -2.78  0.86  0.288
H  -1.19  -3.65  1.92  0.602
H  -2.36  -2.49  1.23  0.397
H  -1.54  -2.14  2.79  0.303
H  -4.06  2.23  -0.05  0.626
H  -2.59  2.54  -1.04  -0.004
H  -2.66  3.13  0.65  0.427
H  -4.25  0.74  1.98  0.534
H  -2.78  1.14  2.91  0.285
H  -3.11  -0.55  2.47  0.404
H  -4.10  -0.10  -0.84  0.588
H  -2.89  -1.39  -0.56  0.359
H  -2.54  -0.09  -1.72  -0.226
C  -1.05  -0.19  -4.05  0.032
C  -0.50  0.98  -3.49  -0.185
C  -1.28  2.14  -3.36  -0.806
C  -2.63  2.10  -3.73  -0.337
C  -3.13  0.99  -4.42  -0.741
C  -2.35  -0.14  -4.59  -0.220
Se  -0.08  -1.85  -4.09  0.270
H  -1.16  -2.60  -3.44  0.306
H  0.55  0.97  -3.12  0.646
H  -0.83  3.04  -2.97  0.646
H  -3.29  2.93  -3.51  0.532
H  -4.15  1.03  -4.79  0.445
H  -2.73  -1.04  -5.09  0.444
C  4.93  -1.58  0.28  -0.991
N  3.85  -0.62  0.07  0.035
C  2.90  -0.66  -0.86  0.422
S  1.69  0.63  -0.89  -0.493
N  2.81  -1.51  -1.90  0.131
C  3.70  -2.59  -2.31  -0.905
H  5.63  -1.54  -0.55  0.393
H  4.52  -2.59  0.41  0.348
H  5.43  -1.30  1.19  0.371
H  3.80  0.19  0.68  0.251
H  2.03  -1.29  -2.53  -0.105
H  3.32  -2.99  -3.26  0.296
H  4.73  -2.27  -2.46  0.356
H  3.67  -3.44  -1.59  0.349


- Look up the molecular weight of the first one.
  561.59 u